Entry 1:
The following is a quantum chemistry calculation of a structure of composition C15H29N2NiOP2S2, from OMol25.

Positions of all 52 atoms, in Å:
Ni 0.2044 -0.7742 0.2144
S 1.5324 -0.0446 -1.4304
S -2.5058 -0.4534 -1.8080
P 0.5444 0.9426 1.5005
P -0.6221 -1.7522 1.9787
O -1.9313 0.0314 -0.4910
N 1.3126 -2.0698 -3.2269
N 0.2714 -2.2182 -1.0999
C 1.1904 -3.8250 -4.8707
C 0.4585 -3.1021 2.5434
C 0.5020 0.3878 3.2446
C -2.2721 -2.4996 1.9094
C -1.7845 0.6035 -3.0792
C -4.1233 0.3807 -1.9417
C -2.4825 1.9459 -2.9190
C 2.0742 1.8877 1.3218
C -0.2101 -3.4219 -1.4023
C 0.0589 -4.0083 -2.6160
C -0.6693 -0.5916 3.3987
C -0.7707 2.1859 1.4039
C 1.0254 -1.5852 -2.0300
C -3.9701 1.6113 -2.8472
C 0.8406 -3.2846 -3.5234
H -0.3244 -4.9883 -2.8572
H 2.1021 2.3374 0.3291
H 1.4586 -2.7171 2.7411
H 2.1260 2.6758 2.0736
H -0.5955 2.9659 2.1453
H 0.9380 -3.0927 -5.6368
H -4.8608 -0.3365 -2.2989
H -0.6102 -1.1451 4.3376
H 0.5366 -3.8464 1.7504
H 1.4498 -0.1177 3.4490
H 2.9336 1.2258 1.4209
H 0.4276 1.2359 3.9268
H -2.2776 -3.3189 1.1910
H -2.2450 2.6208 -3.7402
H -2.9959 -1.7524 1.5852
H -2.1494 2.4175 -1.9926
H -4.3534 0.6337 -0.9070
H -2.0319 0.1325 -4.0357
H 2.2688 -3.9824 -4.9229
H -4.3363 1.3755 -3.8478
H -0.8220 -3.9175 -0.6572
H -2.5585 -2.8874 2.8880
H -1.6289 -0.0712 3.3815
H -0.7787 2.6117 0.4011
H 0.6830 -4.7642 -5.0782
H 0.0661 -3.5752 3.4443
H -1.7394 1.7146 1.5596
H -0.7047 0.6078 -2.9364
H -4.5643 2.4432 -2.4723

## Properties
**Maximum force**: 0.4 eV/Å
**HOMO**: -10.884 eV
**LUMO**: -2.26 eV
**Relative energy (zero: lowest compared OMol25 entry of this formula, charge and spin)**: 0.000 eV
**Charge**: +1

Population analysis type Löwdin, resulting atomic charges in e: number 1, Ni, carries -0.1437; number 2, S, carries 0.7272; number 3, S, carries 0.9444; number 4, P, carries 0.7883; number 5, P, carries 0.8246; number 6, O, carries -0.5970; number 7, N, carries 0.1366; number 8, N, carries -0.0517; number 9, C, carries -0.0175; number 10, C, carries -0.2207; number 11, C, carries -0.3687; number 12, C, carries -0.2200; number 13, C, carries -0.3212; number 14, C, carries -0.2947; number 15, C, carries -0.2264; number 16, C, carries -0.2473; number 17, C, carries -0.0995; number 18, C, carries 0.0008; number 19, C, carries -0.3641; number 20, C, carries -0.2151; number 21, C, carries -0.7801; number 22, C, carries -0.2172; number 23, C, carries -0.3005; number 24, H, carries 0.1156; number 25, H, carries 0.0414; number 26, H, carries 0.0518; number 27, H, carries 0.0596; number 28, H, carries 0.0613; number 29, H, carries 0.0910; number 30, H, carries 0.0879; number 31, H, carries 0.0950; number 32, H, carries 0.0428; number 33, H, carries 0.0894; number 34, H, carries 0.0558; number 35, H, carries 0.0964; number 36, H, carries 0.0412; number 37, H, carries 0.1215; number 38, H, carries 0.0451; number 39, H, carries 0.1063; number 40, H, carries 0.0913; number 41, H, carries 0.1058; number 42, H, carries 0.0957; number 43, H, carries 0.1154; number 44, H, carries 0.1107; number 45, H, carries 0.0595; number 46, H, carries 0.0882; number 47, H, carries 0.0497; number 48, H, carries 0.0808; number 49, H, carries 0.0577; number 50, H, carries 0.0426; number 51, H, carries 0.0474; number 52, H, carries 0.1168

---

Entry 2:
The following is a quantum chemistry calculation of the molecule C6H9N, from OMol25.

Positions of all 16 atoms, in Å:
N -0.2815 2.6776 -1.0559
C 0.6338 0.2720 1.0406
C -1.7943 -0.3753 0.2504
C -0.4553 0.2703 -0.0890
C 0.5205 -0.5659 -0.9884
C -0.5107 1.6264 -0.6326
C 1.6194 -0.4264 0.0830
H 0.1487 -1.5756 -1.1883
H 2.4082 0.2322 -0.2385
H 0.3275 -0.2911 1.9280
H 2.0075 -1.3708 0.4562
H -1.6286 -1.3861 0.6455
H 0.7875 -0.1069 -1.9438
H 0.9662 1.2613 1.3659
H -2.3242 0.2103 1.0083
H -2.4248 -0.4519 -0.6410

## Properties
**Maximum force**: 0.9 eV/Å
**HOMO**: -10.938 eV
**LUMO**: 0.83 eV
**Relative energy (zero: lowest compared OMol25 entry of this formula, charge and spin)**: 1.105 eV
**SMILES**: CC1(C#N)CCC1

Population analysis type Löwdin, resulting atomic charges in e: number 1, N, carries 0.1587; number 2, C, carries -0.1116; number 3, C, carries -0.0364; number 4, C, carries -0.4760; number 5, C, carries -0.1115; number 6, C, carries -0.1862; number 7, C, carries -0.1496; number 8, H, carries 0.1112; number 9, H, carries 0.1024; number 10, H, carries 0.1115; number 11, H, carries 0.1018; number 12, H, carries 0.0881; number 13, H, carries 0.1112; number 14, H, carries 0.1109; number 15, H, carries 0.0877; number 16, H, carries 0.0876

---

Entry 3:
The following is a quantum chemistry calculation of the molecule C4H7NO, from OMol25.

Positions of all 13 atoms, in Å:
O -2.5769 -0.8810 0.3661
N 0.5682 0.7400 0.1272
C -0.6553 0.5890 0.8066
C 0.9034 0.6253 -1.1077
C -1.3570 -0.7854 0.0832
C 1.7346 -0.1211 -0.1531
H -0.5214 0.4581 1.8798
H 1.5983 -1.1993 -0.0707
H -1.0256 -0.4755 -0.9907
H -0.6701 -1.6311 0.3736
H 2.6876 0.2707 0.2008
H 0.6550 1.0095 -2.0822
H -1.3407 1.4009 0.5669

## Properties
**Maximum force**: 0.6 eV/Å
**HOMO (spin up / spin down)**: -7.861 / -7.860 eV
**LUMO (spin up / spin down)**: -0.59 / -0.59 eV
**Relative energy (zero: lowest compared OMol25 entry of this formula, charge and spin)**: 6.138 eV

Population analysis type Löwdin, resulting atomic charges in e: number 1, O, carries -0.1299; number 2, N, carries -0.0821; number 3, C, carries -0.0791; number 4, C, carries 0.0091; number 5, C, carries -0.4657; number 6, C, carries -0.0264; number 7, H, carries 0.1181; number 8, H, carries 0.1059; number 9, H, carries 0.1029; number 10, H, carries 0.0968; number 11, H, carries 0.1027; number 12, H, carries 0.1264; number 13, H, carries 0.1214

---

Entry 4:
The following is a quantum chemistry calculation of a structure of composition C15H48O19P4, from OMol25.

Positions of all 86 atoms, in Å:
P -4.3721 -16.7420 -12.2390
P 0.0752 -14.9970 -7.5245
P 2.4148 -16.9813 -16.9529
P 2.7929 -18.8632 -8.9325
O 3.4719 -15.9776 -16.3332
O 3.5263 -19.6119 -7.7904
O 3.3496 -17.6980 -17.9978
O 1.6114 -15.2601 -7.4024
O -0.1755 -13.5002 -8.0816
O 1.3100 -16.1991 -17.7056
O -4.8597 -15.9975 -10.9448
O 1.7529 -17.9774 -8.1877
O -5.4095 -17.3401 -13.0910
O 3.6256 -17.9868 -9.7720
O 1.8832 -17.9590 -16.0289
O 1.9079 -19.9844 -9.5566
O 2.6917 -18.9504 -13.7052
O -0.4218 -15.7624 -8.8367
O -0.6256 -15.2692 -6.2330
O 1.3588 -14.1554 -12.9179
O 0.7643 -16.8980 -12.9463
O -3.3627 -15.8174 -13.0415
O -3.4178 -17.8126 -11.6291
C -2.7091 -16.4519 -14.1229
C 0.1169 -17.0547 -11.7205
C 0.4260 -13.6409 -11.9538
C 2.5995 -14.7976 -8.3661
C 0.0534 -12.4090 -7.0929
C -1.8826 -16.0322 -9.0789
C -4.1193 -18.9854 -11.3589
C 0.8735 -18.5730 -7.2224
C 2.5400 -21.0145 -10.3938
C 3.9842 -18.5323 -13.5889
C 4.2354 -18.6676 -6.9031
C 1.7387 -15.3165 -18.7622
C 3.3045 -15.1303 -15.1658
C 4.5578 -18.3210 -17.5846
C -6.1920 -15.3213 -11.0492
H 4.6965 -19.0562 -14.2496
H 1.3404 -15.7528 -19.6900
H 3.0773 -15.6895 -14.2000
H 1.4698 -14.2659 -18.5956
H 4.0565 -17.4443 -13.7197
H 1.0097 -17.8116 -13.1765
H 3.6024 -14.6701 -7.8947
H 2.1432 -21.9550 -10.0769
H -2.2606 -16.3161 -8.0807
H -6.9029 -15.9652 -11.4982
H 0.7683 -17.6746 -11.0799
H -1.6512 -16.2008 -14.1343
H -1.8317 -16.8443 -9.8080
H -0.8528 -11.8201 -6.9510
H -5.0161 -18.7154 -10.7276
H 4.5466 -17.7339 -7.4361
H 2.4846 -14.3256 -15.2945
H 2.2752 -13.9205 -8.7842
H 5.0743 -19.2638 -6.5024
H 0.9509 -11.9185 -7.4753
H 0.5518 -14.0666 -10.9417
H 3.6127 -18.3747 -6.0304
H 3.5963 -20.9616 -10.3639
H -2.3981 -15.1403 -9.4549
H 2.1869 -20.7656 -11.4077
H 2.6806 -15.5476 -9.1212
H 4.8771 -18.9222 -18.4474
H 2.8658 -15.2187 -18.8643
H 0.2492 -12.7914 -6.0580
H -0.8889 -17.4837 -11.8457
H -6.2943 -14.9769 -10.0236
H 4.2443 -18.7594 -12.4826
H -2.7330 -17.4813 -13.9978
H 0.5970 -12.5887 -11.9115
H -0.5979 -13.8655 -12.2390
H -3.3739 -19.5880 -10.8393
H 1.1034 -15.0739 -13.1810
H 0.8013 -17.9217 -6.2583
H 4.2201 -14.6169 -14.9997
H -5.9740 -14.4562 -11.6892
H 4.3776 -18.8602 -16.6787
H -3.1888 -16.1414 -15.0206
H 1.2483 -19.5906 -6.9845
H 5.3058 -17.5029 -17.3876
H 2.3549 -18.7173 -14.5774
H -0.0714 -18.6335 -7.7095
H -4.4706 -19.4425 -12.2642
H -0.0526 -16.0266 -11.3058

## Properties
**Maximum force**: 3.2 eV/Å
**HOMO**: -9.617 eV
**LUMO**: 0.72 eV
**Relative energy (zero: lowest compared OMol25 entry of this formula, charge and spin)**: 1.352 eV

Population analysis type Löwdin, resulting atomic charges in e: number 1, P, carries 0.3008; number 2, P, carries 0.3495; number 3, P, carries 0.3167; number 4, P, carries 0.2388; number 5, O, carries -0.2224; number 6, O, carries -0.2143; number 7, O, carries -0.2180; number 8, O, carries -0.2098; number 9, O, carries -0.2514; number 10, O, carries -0.1714; number 11, O, carries -0.2188; number 12, O, carries -0.2408; number 13, O, carries -0.2216; number 14, O, carries -0.2284; number 15, O, carries -0.1937; number 16, O, carries -0.2051; number 17, O, carries -0.1469; number 18, O, carries -0.2675; number 19, O, carries -0.2618; number 20, O, carries -0.1509; number 21, O, carries -0.1429; number 22, O, carries -0.1957; number 23, O, carries -0.2388; number 24, C, carries -0.0877; number 25, C, carries -0.1314; number 26, C, carries -0.1410; number 27, C, carries -0.0342; number 28, C, carries -0.0635; number 29, C, carries -0.0126; number 30, C, carries -0.1158; number 31, C, carries -0.0749; number 32, C, carries -0.0290; number 33, C, carries -0.1863; number 34, C, carries -0.0561; number 35, C, carries -0.0856; number 36, C, carries -0.0631; number 37, C, carries -0.0755; number 38, C, carries -0.0167; number 39, H, carries 0.0748; number 40, H, carries 0.0984; number 41, H, carries 0.0838; number 42, H, carries 0.0922; number 43, H, carries 0.0640; number 44, H, carries 0.0729; number 45, H, carries 0.1111; number 46, H, carries 0.0818; number 47, H, carries 0.0907; number 48, H, carries 0.0692; number 49, H, carries 0.0930; number 50, H, carries 0.0888; number 51, H, carries 0.0628; number 52, H, carries 0.0834; number 53, H, carries 0.1110; number 54, H, carries 0.0961; number 55, H, carries 0.1146; number 56, H, carries 0.0436; number 57, H, carries 0.0933; number 58, H, carries 0.0833; number 59, H, carries 0.0589; number 60, H, carries 0.0935; number 61, H, carries 0.0744; number 62, H, carries 0.0916; number 63, H, carries 0.0940; number 64, H, carries 0.0685; number 65, H, carries 0.0988; number 66, H, carries 0.1038; number 67, H, carries 0.0908; number 68, H, carries 0.0705; number 69, H, carries 0.0919; number 70, H, carries 0.1010; number 71, H, carries 0.0627; number 72, H, carries 0.0692; number 73, H, carries 0.0770; number 74, H, carries 0.0985; number 75, H, carries 0.0395; number 76, H, carries 0.1277; number 77, H, carries 0.0715; number 78, H, carries 0.0939; number 79, H, carries 0.0643; number 80, H, carries 0.0904; number 81, H, carries 0.0915; number 82, H, carries 0.1068; number 83, H, carries 0.0074; number 84, H, carries 0.0732; number 85, H, carries 0.0809; number 86, H, carries 0.0663